43
Properties=species:S:1:pos:R:3:mulliken_charge:R:1 method="wB97M-V/def2-TZVPD" lumo_energy_ev=-0.4 e_above_lowest_kj_mol=184.27 orbital_gap_ev=9.724
O -0.72640 -1.64737 2.12305 -0.567
C -0.58140 -2.26637 3.42205 -0.357
C -1.23140 -1.35537 4.47805 -0.455
O -1.10440 -2.12537 5.68805 -0.511
H 0.10460 -1.74737 1.73905 0.477
H -1.04640 -3.25137 3.57205 0.255
H 0.48860 -2.31037 3.61105 0.286
H -2.27640 -1.02737 4.19405 0.307
H -0.64340 -0.53937 4.75105 0.289
H -1.71640 -1.69437 6.28705 0.292
O 0.49360 3.87363 -0.69495 -0.770
H 0.29960 3.52163 -1.58895 0.418
H 1.07960 3.26163 -0.27995 0.418
O 2.10260 2.53363 1.15705 -0.697
H 2.37960 1.81863 0.59505 0.335
H 2.72660 3.27263 1.25005 0.296
O -0.60940 -1.22037 -2.46495 -0.711
H -1.55940 -1.40837 -2.36195 0.286
H -0.28940 -1.09137 -3.38095 0.279
O 0.77760 2.21963 -3.04895 -0.548
H 1.20360 2.81863 -3.64695 0.274
H 1.27960 1.42763 -3.12395 0.377
O 2.11360 0.12563 -3.37095 -0.702
H 2.96860 -0.32037 -3.48595 0.277
H 1.63360 -0.49237 -2.84695 0.320
O 1.93760 -2.08237 -1.35395 -0.673
H 1.02560 -1.88137 -1.49195 0.341
H 2.23760 -2.93837 -1.71395 0.283
O -1.91640 2.92363 -0.02395 -0.698
H -1.01440 3.19563 -0.30495 0.381
H -1.80040 2.52463 0.86005 0.309
O 1.49360 -1.26037 1.06705 -0.804
H 1.57060 -1.90437 0.36705 0.425
H 1.07160 -0.56337 0.58505 0.343
O -2.25240 -1.99037 0.09405 -0.678
H -1.87540 -1.97637 1.00705 0.409
H -2.63240 -1.12037 -0.00295 0.280
O 0.07960 0.29663 -0.43695 -0.097
H -0.14040 -0.09237 -1.26695 0.174
H -0.59840 1.03163 -0.40995 0.174
O -2.03340 1.28263 -3.16695 -0.621
H -1.27740 1.72663 -2.91895 0.311
H -1.74240 0.45263 -3.46095 0.275